Entry 1:
2 unconnected molecules or ions with the total composition CClIOS, computed with ωB97M-V with the def2-TZVPD basis set.

```
! wB97M-V def2-TZVPD RIJCOSX def2/J DEFGRID3
* xyz 0 1
C 0.07053 -0.68655 0.68354
O -0.26973 -1.78229 0.80956
S -1.58117 0.49167 -1.29723
Cl 0.17952 1.37939 -1.53429
I 1.60085 0.59778 1.33842
*
```

Summary:
ΔE to the lowest compared entry with this formula, charge and spin   54.5 kcal/mol
Kohn-Sham gap (alpha / beta)   6.012 / 6.009 eV
HOMO energy (alpha / beta)   -8.59 / -8.59 eV

---

Entry 2:
C5H7NO in the gas phase, computed with ωB97M-V with the def2-TZVPD basis set.

```
! wB97M-V def2-TZVPD RIJCOSX def2/J DEFGRID3
* xyz 0 1
C -0.11346 0.79512 -1.08978
C 0.08184 1.92026 -0.41204
C 0.71063 0.50332 1.08641
C 0.26955 -0.31109 -0.13236
C -1.03477 -1.25257 0.20187
N 0.48153 1.74644 0.89413
O 1.31345 -1.08791 -0.60746
H -0.30997 0.62255 -2.11715
H -0.06189 3.06601 -0.60240
H 1.00618 0.09661 2.00114
H -1.78714 -0.82829 -0.45004
H -1.25590 -1.27143 1.24506
H -0.65441 -2.19343 -0.19610
H 1.35435 -1.80558 0.17872
*
```

Summary:
ΔE to the lowest compared entry with this formula, charge and spin   59.8 kcal/mol
Kohn-Sham gap   9.654 eV
SMILES   C[C@@]1(O)C=CN=C1
HOMO energy   -9.18 eV

---

Entry 3:
A molecular structure, C33H88Li2O37PS11, computed with ωB97M-V with the def2-TZVPD basis set.

```
! wB97M-V def2-TZVPD RIJCOSX def2/J DEFGRID3
* xyz -1 1
Li 20.78302 15.35683 17.92054
Li 17.29858 13.36478 15.18774
P 19.07728 14.27997 16.47325
O 18.04098 13.18446 16.92250
O 18.95623 15.57118 17.29307
O 18.73743 14.64051 15.00634
O 20.57000 13.84611 16.57268
O 17.67005 17.43454 10.27912
S 18.40031 17.18625 11.48953
O 19.67837 16.57778 11.24689
O 18.75860 18.52773 12.14623
C 17.67652 19.52898 12.34113
C 17.65050 20.01273 13.76914
C 17.48557 16.33606 12.63217
H 16.78601 18.98400 12.04632
H 17.97426 20.26284 11.59215
H 18.62293 20.35968 14.14988
H 17.17964 19.29689 14.44911
H 17.04725 20.89815 13.97081
H 18.07088 16.18339 13.55406
H 17.40287 15.32025 12.22786
H 16.61349 16.95506 12.82648
O 23.44800 12.99590 13.31686
S 22.36989 13.19715 12.38514
O 22.77545 13.79277 11.14269
O 21.95638 11.73801 11.99486
C 21.39452 11.44460 10.70667
C 20.87870 10.00840 10.60364
C 21.01903 13.88360 13.06378
H 22.10446 11.70655 9.92309
H 20.52314 12.08397 10.50707
H 20.00239 9.84660 11.22694
H 21.66602 9.28845 10.84237
H 20.43363 9.87079 9.61684
H 20.16961 13.56548 12.45836
H 21.16856 14.95976 12.95832
H 20.81431 13.57631 14.09800
O 13.57016 15.30669 16.21509
S 14.89557 15.32025 15.69078
O 15.30668 14.06082 15.13714
O 14.86563 16.18836 14.39053
C 14.30349 17.53771 14.47150
C 12.83260 17.51107 14.03835
C 16.03244 15.99428 16.75529
H 14.85004 18.13620 13.74477
H 14.35806 17.90170 15.49806
H 12.23197 16.98677 14.77781
H 12.72564 17.01715 13.06509
H 12.36553 18.48205 13.88646
H 15.57966 16.87162 17.21799
H 16.98404 16.23035 16.24989
H 16.32483 15.20534 17.44960
O 13.64839 10.58120 19.55254
S 14.89490 11.20162 19.34922
O 15.44444 11.87402 20.52104
O 15.82431 10.10350 18.87220
C 17.20172 10.57859 18.43731
C 18.17565 9.44879 18.54111
C 14.81733 12.28409 18.06474
H 17.51738 11.42929 19.02990
H 17.04057 10.93246 17.42708
H 17.77138 8.61824 17.96028
H 18.43968 9.12541 19.54962
H 19.17358 9.66938 18.15522
H 15.75308 12.78298 17.85064
H 14.11773 13.04925 18.40702
H 14.52526 11.78127 17.13731
O 12.59874 15.25862 9.07642
S 13.42121 14.52014 10.02453
O 12.89677 14.45079 11.35215
O 13.71795 13.12337 9.44816
C 12.62233 12.15930 9.48924
C 12.68765 11.32514 8.21029
C 14.98906 15.16684 10.02552
H 11.67331 12.67399 9.60262
H 12.91352 11.54949 10.33859
H 11.91443 10.55284 8.28161
H 13.67847 10.87454 8.12236
H 12.53956 11.93735 7.31904
H 14.92918 16.14580 10.48378
H 15.37739 15.31313 9.03006
H 15.72995 14.61929 10.60006
O 21.58084 17.27603 17.34873
S 21.19613 18.09583 16.22183
O 20.33771 19.20437 16.52718
O 22.48957 18.79107 15.69674
C 23.76118 18.04368 15.86959
C 24.78270 18.50598 14.85252
C 20.61949 17.21660 15.01207
H 23.59908 16.96365 15.79725
H 24.12176 18.10307 16.88862
H 25.07982 19.55102 14.82508
H 24.34446 18.30125 13.87086
H 25.70301 17.91866 14.88188
H 20.66710 17.80195 14.08729
H 19.58719 16.92377 15.24054
H 21.17478 16.27681 14.99126
O 10.37213 11.17063 15.06680
S 10.76889 12.09456 14.03424
O 11.32716 11.56075 12.82264
O 9.43891 12.84136 13.66365
C 9.48139 13.79711 12.51392
C 9.50830 15.22945 12.95620
C 11.79174 13.28411 14.72141
H 8.66604 13.39707 11.92658
H 10.33263 13.58501 11.85180
H 8.74574 15.56325 13.66071
H 9.37323 15.92833 12.13421
H 10.52080 15.41632 13.31242
H 11.20762 13.81677 15.46433
H 12.17983 13.91780 13.91755
H 12.57058 12.66460 15.15878
O 20.31953 14.23948 22.12413
S 20.13122 13.96605 20.73990
O 20.71483 14.96105 19.85651
O 20.82020 12.62419 20.52854
C 20.84599 12.05831 19.15777
C 21.56580 10.72221 19.20285
C 18.54193 13.76642 20.36151
H 21.40823 12.71408 18.51118
H 19.82273 11.85728 18.82548
H 21.08874 10.00089 19.86721
H 22.56134 10.78456 19.65842
H 21.59272 10.33333 18.18043
H 18.37781 13.49931 19.31612
H 18.12104 14.70868 20.71274
H 18.20989 12.86913 20.88380
O 19.55854 8.43860 13.20789
S 19.74485 8.88890 14.55593
O 18.94226 8.17905 15.52805
O 21.21154 8.66352 15.01118
C 22.24441 9.27534 14.12715
C 22.97944 10.36274 14.85496
C 19.47858 10.58499 14.73606
H 21.72993 9.56888 13.20960
H 22.96998 8.49798 13.91101
H 22.31985 11.20080 15.07060
H 23.82835 10.70093 14.26255
H 23.51173 9.99596 15.72595
H 19.89851 11.11435 13.88952
H 20.03969 10.83066 15.64126
H 18.41524 10.75756 14.91506
O 12.86020 9.18304 17.01529
S 13.34422 9.18037 15.66071
O 13.77270 10.42721 15.12394
O 14.48468 8.19591 15.64201
C 15.62858 8.40613 14.72457
C 15.40114 7.99517 13.32011
C 12.19239 8.46196 14.69523
H 16.41965 7.84146 15.19986
H 16.04368 9.40679 14.84565
H 16.32798 8.04286 12.74564
H 14.70515 8.60932 12.75449
H 15.06517 6.96532 13.17280
H 12.43791 8.57017 13.63903
H 11.19736 8.86898 14.84929
H 12.16088 7.38934 14.90177
O 17.59224 10.28382 12.03584
S 16.96932 11.58786 12.27241
O 17.15181 12.06083 13.61514
O 17.61145 12.64594 11.39350
C 17.61825 12.34845 9.90424
C 18.24507 13.51863 9.18020
C 15.29621 11.55224 11.92336
H 16.55425 12.20832 9.68882
H 18.11303 11.38886 9.74528
H 17.86748 14.44700 9.59935
H 17.92181 13.51855 8.13888
H 19.32530 13.38690 9.25652
H 14.97995 12.60227 11.93744
H 14.87854 10.94319 12.74316
H 15.14561 11.04878 10.97334
*
```

Summary:
Kohn-Sham gap   7.046 eV
HOMO energy   -5.72 eV

---

Entry 4:
A molecular structure, C46H68AsGeIrN6Si5, computed with ωB97M-V with the def2-TZVPD basis set.

```
! wB97M-V def2-TZVPD RIJCOSX def2/J DEFGRID3
* xyz 2 1
Ir -0.29415 0.03542 -0.48360
C 1.90824 3.85089 -0.54692
C 0.87881 2.94999 -0.65482
N 0.97335 1.68162 -0.21103
C 2.21824 1.30523 0.27681
C 3.19864 2.29952 0.47352
N 3.06202 3.53517 0.08556
C 2.43446 -0.09556 0.47150
C 3.64841 -0.71601 0.81090
C 3.74387 -2.11440 0.82353
C 2.58187 -2.84852 0.57171
C 1.39474 -2.18241 0.25187
N 1.35921 -0.84479 0.17298
C 0.11751 -2.78995 0.00093
C -0.11022 -4.17265 -0.07542
N -1.30352 -4.69583 -0.18268
C -2.33673 -3.84400 -0.19723
C -2.15607 -2.47847 -0.19964
N -0.94170 -1.91322 -0.14495
C 5.03516 -2.79671 1.02268
C 5.17972 -4.17198 0.80771
C 6.42996 -4.75581 0.93216
N 7.50542 -4.06388 1.23896
C 7.40198 -2.77199 1.46175
C 6.19336 -2.09488 1.37533
H 1.84418 4.84773 -0.94758
H -0.05987 3.20794 -1.11339
H 4.13160 2.05838 0.96003
H 4.50566 -0.09757 0.99971
H 2.57435 -3.92401 0.62106
H 0.71354 -4.87291 -0.05213
H -3.32219 -4.28152 -0.21831
H -2.99575 -1.80851 -0.23053
H 4.35467 -4.80629 0.53858
H 6.56914 -5.81629 0.77399
H 8.32140 -2.25925 1.71669
H 6.17858 -1.03912 1.58775
C -3.95502 0.10527 -1.26263
Si -2.45126 1.15533 -0.59017
C -2.65934 2.72403 -1.72842
C -3.13272 1.84316 1.10205
C -4.50300 1.75670 1.31759
C -5.10622 2.22533 2.46773
C -4.33489 2.76342 3.48054
C -2.97700 2.89593 3.28791
C -2.36775 2.47078 2.09744
Si -0.64139 3.17784 1.88823
C 0.89459 2.86751 2.95206
C -0.71868 4.97864 1.26990
H -4.70597 0.75873 -1.69491
H -4.44226 -0.45948 -0.47489
H -3.65354 -0.59194 -2.03562
H -3.69236 3.06059 -1.68846
H -2.42701 2.48419 -2.76183
H -2.04649 3.56857 -1.43618
H -5.13457 1.33707 0.55442
H -6.17749 2.16700 2.57212
H -4.79192 3.09479 4.39967
H -2.38550 3.36456 4.06045
H 1.70498 3.53215 2.65727
H 1.25391 1.84199 2.88505
H 0.66491 3.07099 3.99567
H -1.07311 5.61702 2.07784
H -1.41478 5.11045 0.44681
H 0.25044 5.36062 0.96234
C 3.87528 -0.51977 -2.54369
Si 2.39565 -1.09797 -3.61281
C 2.84641 -0.86724 -5.45555
C 1.95346 -2.92399 -3.26845
Ge 0.12313 0.18234 -2.93597
Si -1.52483 -1.07832 -4.54497
C -0.70304 -1.62961 -6.17924
C -2.07091 -2.64342 -3.59501
C -2.92807 0.16853 -4.87751
Si 0.73718 2.44153 -4.30889
C 0.53540 1.98213 -6.15000
C 2.56889 2.73396 -3.84807
C -0.26655 4.03809 -3.99443
H 4.80549 -0.63584 -3.09396
H 3.96045 -1.11373 -1.63997
H 3.80079 0.52204 -2.24857
H 3.65013 -1.55357 -5.71076
H 3.20476 0.13322 -5.67275
H 2.02378 -1.08229 -6.12621
H 2.78292 -3.57093 -3.53978
H 1.09164 -3.24117 -3.84654
H 1.73531 -3.09629 -2.21955
H 0.08460 -2.35974 -6.02134
H -0.29383 -0.80119 -6.74618
H -1.45112 -2.10294 -6.81031
H -1.22337 -3.17837 -3.17620
H -2.58763 -3.32741 -4.26300
H -2.74777 -2.41317 -2.77949
H -2.56300 1.04480 -5.40245
H -3.40544 0.50380 -3.96421
H -3.69125 -0.28870 -5.50050
H 1.11861 1.11487 -6.43283
H 0.87555 2.81113 -6.76377
H -0.49954 1.79511 -6.41270
H 3.22406 1.99136 -4.28945
H 2.72449 2.72543 -2.77424
H 2.89178 3.70595 -4.21039
H -1.32114 3.91897 -4.21771
H 0.11177 4.81470 -4.65571
H -0.17483 4.41311 -2.98138
C -0.37179 0.35542 4.82537
As -0.53619 -0.57626 3.09013
C 0.91180 -1.87578 3.45354
C -1.99115 -1.84126 3.58602
C -3.36840 -1.27878 3.63698
C -4.30170 -1.56885 2.64631
C -5.61054 -1.13695 2.75346
C -6.01246 -0.39895 3.85383
C -5.08925 -0.08295 4.83596
C -3.78058 -0.51179 4.72420
H -0.56306 -0.34691 5.63323
H -1.07824 1.17941 4.90505
H 0.63723 0.74387 4.95602
H 0.87054 -2.17413 4.50001
H 1.90121 -1.45756 3.25745
H 0.79236 -2.76682 2.83728
H -1.71830 -2.23057 4.57036
H -1.95778 -2.67378 2.87690
H -4.00775 -2.18366 1.80634
H -6.32625 -1.40119 1.99048
H -7.04102 -0.09179 3.95423
H -5.39653 0.47843 5.70394
H -3.07922 -0.28185 5.51226
*
```

Summary:
ΔE to the lowest compared entry with this formula, charge and spin   0.0 kcal/mol
Kohn-Sham gap   4.453 eV
HOMO energy   -11.73 eV

---

Entry 5:
C12H20N2O3 in the gas phase, computed with ωB97M-V with the def2-TZVPD basis set.

```
! wB97M-V def2-TZVPD RIJCOSX def2/J DEFGRID3
* xyz 0 1
C -1.40281 -3.10345 0.84244
C -1.60244 -1.92711 1.02277
C -1.99237 -0.51094 0.87910
O -2.43166 -0.19626 -0.41829
C -1.51496 0.51365 -1.23202
C -0.06203 0.04046 -1.20057
O 0.10507 -1.31547 -1.53820
C 1.48637 -1.65422 -1.49617
C 1.92962 -2.38988 -0.23250
C 2.27763 -1.46836 0.95557
C 3.57646 -0.70811 0.70853
N 3.59523 0.64049 0.28597
O 4.61281 -1.29597 0.87245
C -1.49959 2.06345 -0.99752
C -2.48184 2.57973 0.04542
C -1.95464 2.74617 1.46080
N -3.68563 2.85550 -0.19029
H -0.93332 -4.03757 0.69021
H -1.22476 0.15269 1.27526
H -2.85966 -0.39472 1.53410
H -1.85578 0.35886 -2.25489
H 0.38610 0.33067 -0.23981
H 0.45767 0.63490 -1.96868
H 2.13439 -0.77404 -1.59953
H 1.70687 -2.26080 -2.37624
H 2.87407 -2.88498 -0.48104
H 1.25113 -3.17459 0.08717
H 1.43965 -0.84146 1.26705
H 2.48862 -2.13046 1.79394
H 3.94379 1.21726 1.04051
H 2.69576 0.96073 -0.04795
H -0.47385 2.37131 -0.78112
H -1.75449 2.54552 -1.94343
H -0.86071 2.75148 1.43728
H -2.24071 1.91940 2.10522
H -2.24358 3.70975 1.87056
H -3.88640 2.67634 -1.17612
*
```

Summary:
ΔE to the lowest compared entry with this formula, charge and spin   0.0 kcal/mol
Kohn-Sham gap   10.331 eV
SMILES   [H]/N=C(/C)C[C@@H](COCCCC(N)=O)OCC#C
HOMO energy   -9.97 eV

---

For the records above, the corresponding maximum force values read 2.9 4.3 6.4 3.5 1.4 eV/A.
For the records above, the corresponding electronic energy values read -34539.8996 -8833.6118 -240297.5244 -217317.0201 -21887.4488 eV.